Computed, not measured: a molecular structure, C6H13N at a distorted geometry, with ωB97M-V/def2-TZVPD.

Cartesian coordinates (Å):
C1 0.1521 0.8399 -0.6515
H1 -0.0103 -2.3301 -0.6803
C2 -0.2645 -0.4179 1.4998
H2 0.1444 0.4712 1.9758
H3 -1.7808 2.0968 -1.2046
C3 -1.7314 1.3697 -0.3992
H4 0.6444 1.6288 -0.0948
N1 1.9358 -0.7030 -0.3984
H5 3.8778 -0.3396 0.1499
C4 -0.1519 -0.3580 0.0041
H6 -1.7952 1.8329 0.5795
H7 -1.3018 -0.5526 1.8086
H8 0.2723 0.8164 -1.7259
C5 -0.7367 -1.5168 -0.7466
H9 -1.6716 -1.8573 -0.3025
H10 0.2954 -1.2883 1.8452
C6 2.8296 0.0011 0.1117
H11 -2.4854 0.6026 -0.5446
H12 2.6650 1.0005 0.5757
H13 -0.8872 -1.2963 -1.8019

Calculated values
- LUMO energy: 0.836 eV
- HOMO: -6.8 eV

Computed, not measured: a gas-phase ion, C6H13N (charge +1) at a distorted geometry, with ωB97M-V/def2-TZVPD.

Cartesian coordinates (Å):
H1 1.6946 -3.4535 1.2595
C1 2.1282 -2.5476 0.8176
C2 -0.8126 1.9886 0.8179
C3 -0.4743 -0.2080 -0.6629
N1 -1.4618 1.7973 -1.6938
H2 0.6946 -2.5540 -0.7507
H3 -1.1686 -0.9630 -0.8509
H4 -0.6785 2.1346 -2.0107
C4 1.0375 -1.8627 0.0553
C5 0.5692 -0.6197 0.3021
H5 0.3000 2.1369 0.9004
H6 -2.1537 2.5109 -1.7237
H7 2.7900 -1.7721 1.4880
H8 2.8856 -2.8438 0.1706
H9 -0.1156 -0.0811 -1.6859
H10 0.7117 -0.1855 1.3406
C6 -1.3453 1.1323 -0.4198
H11 -1.2337 3.0099 0.7418
H12 -1.0780 1.5848 1.8112
H13 -2.2894 0.7956 0.0934

Calculated values
- LUMO energy (spin up / spin down): -4.420 / -8.423 eV
- Net charge: +1
- ⟨S²⟩: 0.75
- HOMO (spin up / spin down): -13.3 / -13.0 eV
- Spin multiplicity: 2

Computed, not measured: 2 unconnected molecules or ions with the total composition C6H13N2 at a distorted geometry, with ωB97M-V/def2-TZVPD.

Cartesian coordinates (Å):
N1 0.1762 -0.6011 -0.8923
H1 2.1691 -3.0493 0.4093
C1 1.2559 -2.5323 0.1597
H2 -2.5995 -1.2352 1.0482
C2 2.6160 -0.5341 -0.2941
H3 2.8224 -0.1636 -1.3176
H4 -0.0356 2.4243 -0.7580
H5 -0.4329 -1.1660 -1.5134
C3 -1.8096 1.9993 0.3883
H6 -0.8365 0.1348 -0.1128
H7 -2.6942 2.3797 0.8697
H8 -3.1410 0.3504 1.8028
H9 -0.9297 3.8645 0.0169
C4 -0.8614 2.8198 -0.1460
H10 0.6597 0.0738 -1.5255
C5 1.3235 -1.2816 -0.2860
N2 -1.6628 0.5791 0.4291
H11 2.6496 0.3444 0.3717
C6 -2.4847 -0.1363 1.0943
H12 3.4861 -1.1646 -0.0530
H13 0.3294 -3.1061 0.3085

Calculated values
- LUMO energy: -4.704 eV
- Net charge: +1
- HOMO: -12.7 eV

Computed, not measured: a gas-phase ion, C6H13N2 (charge +1) at a distorted geometry, with ωB97M-V/def2-TZVPD.

Cartesian coordinates (Å):
H1 0.0892 1.8154 1.2770
H2 -1.4892 -0.6522 2.5021
C1 -0.5693 -1.1567 2.1221
H3 -0.6360 -2.2264 1.9218
H4 -1.3261 -0.6779 0.1723
C2 0.6249 -2.2979 -0.4510
C3 0.7792 0.2133 -1.3005
C4 -0.3642 1.1593 0.5624
C5 -0.4356 -0.4601 0.7492
H5 0.2704 -1.0370 2.8171
H6 -0.1840 -2.7616 0.1013
H7 0.3891 -2.3531 -1.5156
N1 0.2420 1.2579 -0.8012
H8 -1.4042 1.6765 0.5139
H9 1.3695 -0.0179 -2.1585
H10 1.5605 -2.7354 -0.1356
H11 -0.9418 2.6340 -1.5972
H12 0.5176 3.3561 -0.8646
N2 0.6594 -0.9332 -0.0352
H13 0.7036 2.6397 -2.4079
C6 0.1448 2.5572 -1.4717

Calculated values
- LUMO energy: -4.287 eV
- Net charge: +1
- HOMO: -13.3 eV

Computed, not measured: 2 unconnected molecules or ions with the total composition C6H13N2 at a distorted geometry, with ωB97M-V/def2-TZVPD.

Cartesian coordinates (Å):
H1 -0.8610 -2.8140 -0.0545
N1 1.6387 -0.5918 -0.2205
H2 -0.5165 -1.9157 -1.5826
H3 -2.7868 1.6753 -0.8767
C1 3.6835 0.9057 0.0507
H4 -1.6420 -1.9300 1.5049
C2 2.5866 0.0539 -0.1761
H5 -1.8858 1.8457 0.6743
H6 -1.4125 -0.2722 2.0108
H7 -3.0321 -0.7448 1.2829
H8 0.4038 -1.6386 -0.2741
C3 -1.0657 0.4705 -0.5910
H9 -1.4906 2.5598 -1.0468
C4 -1.1706 -0.7058 0.0101
H10 4.6480 0.4314 0.3065
C5 -1.9244 -0.8983 1.2928
H11 4.0648 1.5713 -0.8209
H12 -0.4584 0.6315 -1.4629
C6 -1.8154 1.7395 -0.4171
H13 3.5974 1.5380 0.9482
N2 -0.5610 -1.9114 -0.5578

Calculated values
- LUMO energy: -2.798 eV
- Net charge: +1
- HOMO: -13.2 eV

Computed, not measured: a gas-phase ion, C6H13N2 (charge +1) at a distorted geometry, with ωB97M-V/def2-TZVPD.

Cartesian coordinates (Å):
H1 -0.4486 2.3187 0.8116
C1 -0.2866 0.3901 -0.1045
C2 3.5428 0.1157 -0.3149
H2 1.5856 -1.6594 1.2612
H3 1.0504 -1.7525 -0.3983
C3 1.4511 -1.0862 0.4657
H4 -1.9100 -0.8325 -1.4230
H5 -0.1111 -0.0509 -1.0668
N1 2.3500 -0.1093 0.1779
H6 -3.2796 0.0188 -0.6091
H7 4.1628 -0.7471 -0.7001
H8 -1.7358 0.2205 1.5144
C4 -2.5501 -0.7853 -0.4346
C5 -0.7181 1.8324 -0.0886
H9 -1.1246 -1.3783 1.0304
H10 -0.0471 2.4167 -0.7855
H11 -3.1413 -1.7247 -0.0882
C6 -1.5159 -0.4596 0.6226
N2 0.7436 0.1222 0.7514
H12 -1.8681 2.0082 -0.2477
H13 3.8508 1.1425 -0.3738

Calculated values
- LUMO energy: -5.052 eV
- Net charge: +1
- HOMO: -14.9 eV